(1)
{
  "formula": "H20O10",
  "method": "ωB97M-V/def2-TZVPD",
  "species": ["O", "H", "H", "O", "H", "H", "O", "H", "H", "O", "H", "H", "O", "H", "H", "O", "H", "H", "O", "H", "H", "O", "H", "H", "O", "H", "H", "O", "H", "H"],
  "xyz": [[-5.992197, -23.047971, -3.663827], [-5.748226, -22.120474, -3.537019], [-5.161806, -23.526324, -3.406018], [-3.370897, -24.046125, -3.379473], [-2.639226, -24.636755, -3.502235], [-3.144314, -23.548862, -2.587638], [0.568715, -20.672443, -6.286116], [0.008572, -21.091819, -5.619284], [1.367713, -20.401734, -5.782621], [-1.044342, -22.108883, -4.746893], [-0.967626, -22.852036, -4.195858], [-1.784513, -22.372989, -5.277988], [-5.253081, -20.349437, -3.412557], [-5.004407, -20.023828, -2.524590], [-5.252433, -19.608906, -4.005556], [-3.409647, -23.029130, -0.325529], [-3.241038, -22.082998, -0.168009], [-4.334037, -23.191879, -0.266217], [-2.483598, -20.940150, -2.779493], [-3.257848, -20.865837, -3.292013], [-1.861085, -21.297557, -3.390764], [-2.406040, -17.758546, -3.123130], [-1.933362, -18.008939, -3.911137], [-1.955426, -18.293325, -2.471362], [-0.668876, -18.935888, -1.177076], [-0.001609, -19.530028, -0.929905], [-1.378230, -19.571985, -1.054328], [-4.107010, -19.670267, -1.015014], [-3.329515, -19.892501, -1.483905], [-3.914063, -18.899890, -0.508672]],
  "forces_ev_per_angstrom": [[1.1, -0.6, 0.6], [-0.2, 0.1, -0.2], [-1.2, 0.4, -0.6], [0.1, 0.5, -0.2], [0.4, -0.8, -0.1], [-0.1, 0.2, 0.6], [1.0, 0.5, 0.5], [0.2, 0.0, -0.2], [-0.8, -0.2, -0.6], [-0.1, 1.0, -0.4], [0.7, -1.7, 1.4], [-0.8, 0.1, -0.9], [0.3, -0.6, 0.5], [-0.4, 0.3, -0.3], [0.0, 0.6, -0.3], [1.7, 0.4, -0.2], [-0.6, -0.6, -0.1], [-1.2, 0.1, 0.1], [0.8, 0.2, 2.0], [-2.1, 0.3, -1.0], [1.1, -0.3, -0.8], [-0.5, 0.1, 0.0], [0.2, 0.0, -0.7], [0.3, 0.1, 0.3], [-1.5, 0.4, -0.1], [2.4, -0.8, 0.4], [-0.8, 0.1, -0.2], [-1.5, -0.6, 0.7], [1.5, -0.5, -1.0], [0.1, 1.0, 0.5]],
  "nbo_charge": [-0.98, 0.48, 0.48, -0.97, 0.47, 0.50, -0.96, 0.48, 0.46, -0.94, 0.48, 0.50, -0.99, 0.51, 0.49, -0.96, 0.48, 0.48, -1.01, 0.49, 0.49, -0.95, 0.47, 0.47, -0.93, 0.47, 0.46, -0.96, 0.48, 0.49],
  "smiles": "O.O.O.O.O.O.O.O.O.O",
  "lumo_ev": -0.292,
  "total_charge": 0
}

***

(2)
{
  "formula": "C6H10O",
  "method": "ωB97M-V/def2-TZVPD",
  "species": ["C", "C", "C", "C", "C", "C", "O", "H", "H", "H", "H", "H", "H", "H", "H", "H", "H"],
  "xyz": [[0.009049, -1.390630, 1.649193], [-0.113925, -0.566699, 0.391226], [-1.279676, -0.057235, -0.009771], [-1.135254, 1.176300, -0.851756], [0.251776, 0.928699, -1.469217], [1.027796, -0.063716, -0.465539], [2.195472, 0.332019, 0.268627], [0.100340, -0.710924, 2.514751], [0.857311, -2.083372, 1.700632], [-0.925633, -1.942278, 1.814114], [-2.237818, -0.488965, 0.260286], [-1.149515, 2.058386, -0.191296], [-1.969055, 1.313100, -1.550704], [0.062240, 0.390219, -2.411932], [0.811367, 1.824600, -1.741361], [1.413125, -0.851742, -1.119060], [2.082401, 0.132239, 1.211807]],
  "forces_ev_per_angstrom": [[0.0, -0.1, 0.0], [-0.2, -0.1, 0.0], [-0.1, -0.1, 0.2], [0.1, -0.1, 0.0], [0.3, 0.0, 0.2], [-0.4, -0.2, -0.4], [-0.4, 0.7, 0.1], [0.1, -0.2, -0.3], [-0.2, 0.1, -0.2], [0.3, 0.0, 0.0], [0.0, 0.4, 0.5], [0.0, -0.2, -0.1], [0.4, 0.0, -0.2], [0.4, 0.0, 0.4], [0.1, 0.0, 0.3], [-0.2, -0.3, 0.1], [-0.2, 0.2, -0.5]],
  "nbo_charge": [-0.65, -0.03, -0.17, -0.44, -0.41, 0.08, -0.72, 0.22, 0.22, 0.23, 0.20, 0.21, 0.21, 0.21, 0.22, 0.17, 0.47],
  "smiles": "CC1=CCC[C@H]1O",
  "lumo_ev": 0.911,
  "total_charge": 0
}

***

(3)
{
  "formula": "C5H12O",
  "method": "ωB97M-V/def2-TZVPD",
  "species": ["C", "C", "C", "C", "O", "C", "H", "H", "H", "H", "H", "H", "H", "H", "H", "H", "H", "H"],
  "xyz": [[-2.881764, -0.246076, -0.010701], [-1.464989, -0.294247, -0.573188], [-0.474311, 0.524092, 0.253940], [0.950468, 0.375391, -0.270507], [1.864120, 0.478592, 0.798837], [3.084865, -0.147862, 0.503789], [-2.890357, -0.597287, 1.027467], [-3.566889, -0.879581, -0.584129], [-3.277334, 0.776072, -0.019610], [-1.457481, 0.053792, -1.614943], [-1.116220, -1.336708, -0.598550], [-0.778324, 1.578795, 0.284428], [-0.478231, 0.162689, 1.289390], [1.054440, -0.616469, -0.743871], [1.180505, 1.128283, -1.045265], [3.749953, -0.004896, 1.359877], [3.560666, 0.273435, -0.396380], [2.940875, -1.228017, 0.339413]],
  "forces_ev_per_angstrom": [[-0.1, 0.0, 0.0], [0.0, 0.0, 0.0], [0.0, 0.0, 0.0], [-0.2, 0.0, -0.2], [0.0, 0.1, 0.0], [0.3, -0.1, 0.0], [0.0, 0.1, -0.1], [0.1, 0.1, 0.1], [0.0, -0.1, 0.0], [0.0, 0.0, 0.1], [-0.1, 0.2, 0.0], [0.1, -0.2, 0.0], [0.0, 0.0, -0.1], [0.0, 0.1, 0.1], [0.0, -0.1, 0.1], [-0.1, 0.0, -0.2], [-0.1, 0.0, 0.2], [0.0, 0.2, 0.0]],
  "nbo_charge": [-0.60, -0.39, -0.42, -0.05, -0.54, -0.25, 0.20, 0.21, 0.20, 0.19, 0.19, 0.20, 0.21, 0.16, 0.16, 0.19, 0.16, 0.16],
  "smiles": "CCCCOC",
  "lumo_ev": 1.162,
  "total_charge": 0
}

***

(4)
{
  "formula": "C31H60F6N2O17P4S",
  "method": "ωB97M-V/def2-TZVPD",
  "species": ["C", "C", "C", "C", "C", "C", "C", "C", "F", "F", "C", "F", "F", "F", "C", "O", "C", "C", "C", "C", "C", "C", "C", "N", "S", "N", "C", "C", "F", "H", "H", "H", "H", "H", "H", "H", "H", "H", "H", "H", "H", "H", "H", "H", "H", "H", "H", "H", "H", "H", "H", "H", "H", "C", "O", "P", "O", "O", "C", "O", "C", "H", "H", "H", "H", "H", "H", "H", "H", "H", "C", "O", "P", "O", "O", "C", "O", "C", "H", "H", "H", "H", "H", "H", "H", "H", "H", "C", "O", "P", "O", "O", "C", "O", "C", "H", "H", "H", "H", "H", "H", "H", "H", "H", "C", "O", "P", "O", "O", "C", "O", "C", "H", "H", "H", "H", "H", "H", "H", "H", "H"],
  "xyz": [[1.951489, 3.206944, -2.472560], [1.802334, 1.668824, -1.914085], [0.285159, 1.018228, -2.174452], [-0.456375, 0.038261, -1.052338], [0.270044, -0.406562, 0.385928], [0.797017, -1.967960, 0.120679], [1.921053, -2.087084, -1.066776], [1.427248, -2.874879, -2.417089], [2.530547, -2.689860, -3.432756], [0.203310, -2.332444, -3.050538], [1.239777, -4.494897, -2.249252], [0.661003, -4.981296, -3.557469], [2.579457, -5.141986, -2.148671], [0.275953, -4.911860, -1.204133], [-1.986222, -0.600767, -1.272873], [-2.636772, -1.446542, -0.249551], [-2.799831, -2.836551, -0.706661], [-4.368386, -3.173545, -1.092438], [-5.180728, -3.970320, 0.132725], [-4.331256, -4.060424, -2.475729], [-3.989202, -5.624072, -2.001014], [-5.678842, -3.942395, -3.405771], [-2.759914, -0.261836, -2.677929], [-4.101303, -0.679941, -3.238419], [-4.326093, -0.011395, -4.844193], [-2.841557, 0.911596, -5.153199], [-2.088262, 0.664863, -3.851751], [-0.573254, 1.311737, -3.571425], [-0.035854, 2.149173, -4.705371], [2.729541, 3.178684, -3.372423], [2.461930, 3.839612, -1.627131], [0.925926, 3.640103, -2.842038], [2.602749, 0.973488, -2.437261], [1.999132, 1.711284, -0.737832], [-0.600778, -0.397495, 1.190632], [1.127624, 0.321717, 0.707654], [1.352133, -2.268646, 1.133763], [-0.111047, -2.699814, 0.024956], [2.831028, -2.689724, -0.624743], [2.325439, -1.021247, -1.342663], [-2.033734, -3.139328, -1.568779], [-2.526119, -3.546510, 0.206675], [-4.924967, -2.135587, -1.195719], [-5.605909, -3.179426, 0.918152], [-4.509432, -4.761957, 0.679349], [-6.137681, -4.541950, -0.292035], [-3.426223, -3.692390, -3.155538], [-4.978793, -6.184596, -1.711784], [-3.370621, -6.175238, -2.853894], [-3.257190, -5.613534, -1.058148], [-5.913902, -4.977309, -3.948148], [-6.597730, -3.495689, -2.834901], [-5.406287, -3.195682, -4.296164], [8.537077, 3.229094, -6.972020], [7.130601, 3.096673, -7.040215], [6.037753, 3.687999, -5.836598], [7.150501, 4.493886, -5.152898], [5.910667, 2.186552, -5.181111], [7.031906, 1.576129, -4.577639], [4.944821, 4.279414, -4.632909], [4.679758, 5.666251, -4.695374], [8.853118, 3.984050, -7.697267], [8.927858, 3.481913, -5.985775], [8.980203, 2.271615, -7.261173], [7.710477, 2.308606, -4.132276], [7.563948, 0.978923, -5.322092], [6.681087, 0.908503, -3.785890], [4.640141, 6.008745, -5.734234], [5.448156, 6.217981, -4.149164], [3.710521, 5.860268, -4.224074], [-0.518333, -4.539735, 5.803765], [0.305300, -3.533435, 5.247573], [-0.095150, -1.850651, 5.223990], [-1.262253, -2.065192, 6.197104], [-0.599686, -1.968801, 3.664618], [-1.728032, -2.752905, 3.339064], [-0.495613, -0.167733, 5.200448], [-0.275158, 0.516574, 6.417248], [-0.071202, -4.878871, 6.742321], [-1.553403, -4.243153, 5.976896], [-0.534522, -5.384381, 5.108749], [-2.459509, -2.780338, 4.151171], [-1.405580, -3.767475, 3.092877], [-2.210365, -2.320501, 2.458129], [0.622016, 0.140133, 6.918721], [-1.143198, 0.404703, 7.070836], [-0.136719, 1.581221, 6.201497], [4.249281, 2.090745, 6.340012], [4.483675, 1.474924, 5.088540], [4.750069, 2.338510, 3.613436], [4.917282, 3.666331, 4.364462], [3.185324, 2.107100, 3.168262], [2.139429, 2.699590, 3.909227], [5.016530, 3.202167, 2.138229], [6.322231, 3.717746, 1.974522], [5.143869, 1.977774, 6.958702], [3.969228, 3.143501, 6.289199], [3.427272, 1.559317, 6.828500], [2.441335, 3.646870, 4.364028], [1.804206, 2.004402, 4.682708], [1.301732, 2.895341, 3.234238], [7.067044, 3.030129, 2.387487], [6.402505, 4.692048, 2.461837], [6.517579, 3.846414, 0.904722], [-6.245236, 1.696164, -0.548824], [-6.601212, 0.792030, 0.478884], [-6.460578, 1.134769, 2.168686], [-6.202947, 2.622631, 1.894814], [-5.048870, 0.297242, 2.244740], [-3.910067, 0.757000, 1.547803], [-6.319975, 1.477557, 3.858617], [-7.353313, 2.279305, 4.394239], [-7.159724, 2.082046, -1.007770], [-5.615061, 2.527809, -0.231725], [-5.690072, 1.139887, -1.309800], [-3.892220, 1.846634, 1.460002], [-3.884801, 0.302153, 0.554621], [-3.016674, 0.442754, 2.094395], [-8.314172, 2.038469, 3.928565], [-7.120652, 3.336182, 4.245691], [-7.425833, 2.086620, 5.469786]],
  "forces_ev_per_angstrom": [[0.9, -0.5, -0.5], [-0.9, -0.1, 0.3], [-3.3, -0.5, -2.2], [-3.0, -0.3, -1.5], [-1.3, -0.5, -1.7], [0.5, 0.4, 1.7], [-0.2, -0.3, 0.2], [0.8, 1.5, -1.2], [-3.3, -0.8, 2.7], [3.5, -1.7, 2.0], [-0.5, -2.0, -2.4], [1.9, 1.3, 4.5], [-4.8, 2.0, 0.3], [3.7, 1.3, -3.3], [2.3, 1.8, -1.4], [2.0, 1.0, -3.1], [-0.3, -2.1, 0.4], [-0.1, 0.2, 0.0], [-0.5, 0.4, -0.1], [0.3, -0.5, 0.3], [0.7, 0.4, -0.3], [0.8, 0.2, -0.9], [-0.8, 0.9, -3.0], [4.1, 2.2, -0.3], [3.8, 0.5, 3.1], [0.2, -3.1, 6.5], [1.0, 0.6, -0.3], [0.1, -1.2, 1.9], [-1.5, -2.6, 3.7], [-1.9, 0.2, 1.8], [-1.3, -1.0, -1.7], [2.2, -0.8, 0.9], [-1.7, 1.4, 1.2], [-0.5, -0.4, -2.7], [2.0, -0.1, -1.6], [-1.6, -1.5, -0.8], [-1.2, 0.5, -2.2], [1.8, 1.6, -0.1], [-1.8, 1.0, -1.2], [-0.9, -2.2, 0.2], [-1.8, 1.0, 1.7], [-0.4, 1.7, -1.6], [1.2, -2.1, -0.2], [1.2, -1.7, -1.7], [-1.3, 1.6, -1.0], [2.1, 1.3, 0.8], [-1.9, -0.7, 1.6], [2.1, 1.0, -0.7], [-1.7, 1.0, 1.7], [-1.7, 0.0, -2.0], [0.3, 2.2, 1.4], [1.7, -1.1, -1.0], [-0.8, -1.5, 2.0], [0.7, 0.8, -0.3], [-3.0, -0.7, -0.8], [7.3, -1.0, 6.5], [-0.7, 0.5, -1.3], [-2.0, 0.9, -0.5], [0.7, -0.3, -0.2], [-1.8, -1.2, -2.9], [-0.4, 0.7, 0.1], [0.2, 0.0, 0.2], [-0.4, 0.1, -0.1], [-0.4, -0.1, -0.2], [-0.1, 0.1, -0.1], [0.1, 0.0, 0.1], [-0.2, 0.1, -0.2], [0.0, 0.2, 0.3], [0.1, -0.1, -0.2], [0.1, -0.2, -0.2], [-0.2, -0.4, 1.1], [2.4, 1.7, -1.5], [-9.4, -2.7, 0.3], [1.5, 0.1, 0.5], [1.7, 1.7, 0.3], [-0.3, -0.8, -0.1], [3.4, -0.5, -1.2], [0.1, 0.6, 0.5], [-0.3, 0.0, 0.0], [0.3, 0.3, 0.0], [0.4, 0.2, -0.2], [0.2, 0.1, 0.0], [-0.1, 0.0, 0.1], [0.3, 0.1, 0.1], [-0.2, 0.2, 0.2], [0.1, -0.2, -0.1], [0.0, -0.2, -0.1], [0.7, 0.4, 0.7], [0.4, -2.1, -2.4], [-5.2, 7.4, 3.8], [1.2, -1.0, -0.1], [1.5, -0.8, -1.6], [-0.4, 0.0, 0.7], [0.5, -3.6, -0.5], [0.7, 0.3, -0.4], [-0.1, 0.2, 0.1], [0.3, -0.2, -0.3], [0.1, -0.4, -0.3], [0.2, -0.1, -0.1], [0.0, 0.1, 0.0], [0.2, -0.2, -0.1], [0.1, 0.3, -0.1], [0.0, -0.2, 0.1], [-0.1, -0.2, 0.2], [-0.5, 0.9, -0.5], [-1.0, -2.6, 1.7], [7.3, 6.2, -2.3], [-1.5, -0.5, 0.0], [-1.7, -0.7, 1.6], [0.3, 0.2, -0.9], [-1.8, -3.1, -0.5], [-0.5, 0.3, 0.5], [0.2, 0.2, 0.0], [-0.3, -0.2, 0.3], [-0.2, -0.4, 0.1], [-0.2, -0.1, 0.1], [0.1, 0.2, 0.1], [-0.3, -0.1, 0.1], [0.0, 0.3, 0.2], [0.0, -0.1, -0.2], [0.0, -0.1, -0.2]],
  "lowdin_charge": [-0.13, -0.20, -0.02, -0.01, -0.12, -0.16, -0.07, -0.19, -0.02, 0.01, -0.15, 0.01, 0.03, 0.04, -0.07, -0.19, -0.17, -0.28, -0.10, -0.36, -0.11, -0.11, -0.13, -0.28, 0.88, -0.25, -0.18, 0.02, -0.09, 0.08, 0.08, 0.08, 0.12, 0.11, 0.11, 0.11, 0.13, 0.10, 0.14, 0.12, 0.13, 0.12, 0.13, 0.09, 0.07, 0.09, 0.13, 0.08, 0.09, 0.08, 0.09, 0.08, 0.06, -0.15, -0.30, 0.78, -0.30, -0.27, -0.11, -0.27, -0.15, 0.09, 0.08, 0.09, 0.09, 0.09, 0.09, 0.08, 0.09, 0.08, -0.15, -0.31, 0.78, -0.30, -0.29, -0.10, -0.25, -0.16, 0.09, 0.08, 0.09, 0.09, 0.09, 0.08, 0.08, 0.09, 0.08, -0.14, -0.31, 0.78, -0.30, -0.28, -0.11, -0.25, -0.15, 0.09, 0.08, 0.08, 0.09, 0.07, 0.10, 0.08, 0.09, 0.09, -0.14, -0.31, 0.78, -0.30, -0.27, -0.11, -0.25, -0.16, 0.09, 0.08, 0.08, 0.09, 0.07, 0.09, 0.08, 0.08, 0.09],
  "smiles": "CCc1c(CCCC(F)(F)C(F)(F)F)c(OC[C@H](C)C(C)C)c2nsnc2c1F.COP(=O)(OC)OC.COP(=O)(OC)OC.COP(=O)(OC)OC.COP(=O)(OC)OC",
  "lumo_ev": -3.163,
  "total_charge": 0
}

***

| no. | highest occupied orbital energy (eV) |
| --- | --- |
| 1 | -10.225 |
| 2 | -8.880 |
| 3 | -9.746 |
| 4 | -8.281 |